# 1
The molecule C2H4ClFO2, computed with ωB97M-V with the def2-TZVPD basis set.

```
10
Properties=species:S:1:pos:R:3:mulliken_charge:R:1
C -0.30861 0.50288 0.19556 -0.510
C 0.08884 -0.68847 -0.85364 0.539
O -1.66391 0.49838 0.45038 -0.499
O 1.42966 -0.52522 -1.10711 -0.460
F -0.13891 -1.94050 -0.29364 -0.259
Cl -0.90658 -0.52325 -2.28099 -0.132
H 0.29690 0.54043 1.03135 0.367
H -0.09809 1.49928 -0.46494 0.264
H -2.12205 -0.31944 0.81484 0.330
H 1.66667 -1.36088 -1.69629 0.360
```

The value obtained for the energy above the lowest of the compared OMol25 structures with the same formula, charge and spin is 15.7 kcal/mol. The value obtained for the total energy is -21472.977 eV. The orbital gap comes out at 11.48 eV. For the max |F|, the calculation gives 5.108 eV Å⁻¹.



# 2
A cluster of 3 separate species, C4H11NO2 in total, computed with ωB97M-V with the def2-TZVPD basis set.

```
18
Properties=species:S:1:pos:R:3:mulliken_charge:R:1
N -1.14786 -0.87598 1.48219 -0.431
C -0.77102 -0.31942 0.26433 0.689
C 0.17613 0.62519 0.21321 -0.800
C -2.01391 -0.16434 -1.87073 -0.899
C -1.34407 -0.89859 -0.97619 -0.101
H -0.87375 -0.33596 2.27937 0.219
H -1.37901 -1.85587 1.46362 0.211
H 0.42285 1.25246 -0.62879 -0.109
H 0.89988 0.77303 1.00979 0.252
H -2.36744 -0.53415 -2.82609 0.290
H -1.95636 0.92100 -1.82070 0.344
H -1.11470 -1.91632 -1.28599 0.325
H 3.20356 0.71061 3.34468 0.310
H 3.21547 -0.31786 4.38209 0.309
O 2.60241 0.09139 3.74696 -0.620
H 0.86678 1.53025 -2.48753 0.337
H 0.41705 0.87118 -3.69687 0.311
O 1.23696 1.13776 -3.29883 -0.636
```

The value obtained for the energy above the lowest of the compared OMol25 structures with the same formula, charge and spin is 61.7 kcal/mol. The value obtained for the total energy is -9909.567 eV. The orbital gap comes out at 8.90 eV. For the max |F|, the calculation gives 1.525 eV Å⁻¹.



| no. | highest occupied orbital energy (eV) |
| --- | --- |
| 1 | -10.8 |
| 2 | -8.1 |